Entry 1:
Entry from the OMol25 dataset: a gas-phase ion, C5H11NO3P (charge -1) (ωB97M-V with the def2-TZVPD basis set).

Output
LUMO energy = 3.89 eV
Energy relative to the best compared isomer or geometry (same formula, charge and spin) = 0.5919 eV
HOMO level = -4.13 eV
Orbital gap = 0.2947 hartree
Total charge = -1
E = -22285.7996 eV

```
21
Properties=species:S:1:pos:R:3:forces:R:3:mulliken_charge:R:1
C -2.6241 1.3628 -0.6162 2.162 -1.385 1.925 -0.653
C -2.3143 0.7780 0.7187 0.424 2.382 0.940 -0.601
C -1.2001 1.3354 -0.1714 -1.702 -0.185 0.505 0.212
C 0.8102 -1.7173 0.9959 -0.617 0.509 -2.348 -0.788
C 2.0851 -1.3898 -1.0474 -0.718 1.201 -1.991 -0.928
N 1.7576 -0.8529 0.2551 0.413 -0.006 -1.036 -0.031
O 1.2271 1.3752 1.4354 -1.003 1.110 3.228 -0.712
O 2.3527 1.5250 -0.8382 0.694 -0.225 -0.659 -0.732
O -0.3071 0.6185 -0.8591 2.883 -0.371 1.151 -0.711
P 1.5381 0.8281 0.1549 -2.280 -1.981 -2.857 0.947
H -2.8135 0.7154 -1.3613 -0.667 -2.358 -2.473 0.254
H -3.0478 2.2491 -0.7631 -2.012 3.600 -0.062 0.279
H -2.5443 1.2878 1.6642 0.100 0.501 -0.607 0.140
H -2.2857 -0.2004 0.9743 -0.254 -3.348 -0.268 0.205
H -0.9083 2.2182 0.3078 0.921 1.598 0.166 0.365
H 0.8581 -1.2869 1.9475 -0.739 0.064 1.760 0.312
H -0.1635 -1.6136 0.4634 0.090 0.264 0.799 0.219
H 0.9331 -2.8282 0.9712 1.075 0.928 0.058 0.285
H 2.6446 -0.6581 -1.6899 -0.801 -0.170 0.784 0.304
H 2.8581 -2.0784 -0.8448 0.302 -2.011 -0.369 0.415
H 1.1440 -1.6679 -1.6971 1.730 -0.117 1.354 0.219
```
Positions in Å, forces in eV/Å.

Entry 2:
Entry from the OMol25 dataset: a molecular structure, C7H17O9Sr (ωB97M-V with the def2-TZVPD basis set).

Output
LUMO energy = -1.88 eV
Energy relative to the best compared isomer or geometry (same formula, charge and spin) = 11.3147 eV
HOMO level = -4.44 eV
Orbital gap = 0.0941 hartree
Total charge = -1
E = -26793.6218 eV

```
34
Properties=species:S:1:pos:R:3:forces:R:3:mulliken_charge:R:1
Sr 0.5393 -0.2087 -0.2264 -0.557 -0.070 0.942 1.810
C 0.4666 4.8573 4.8599 -0.069 0.241 -0.014 -0.832
C 0.6799 3.5868 3.9856 -0.491 -0.616 -1.359 0.611
O 0.1627 2.4882 4.2235 -0.756 -0.322 1.913 -0.714
O 1.2709 3.7430 2.8892 1.195 1.466 -0.783 -0.761
H 1.3175 5.5376 4.8952 0.439 -0.421 -0.053 0.270
H 0.1070 4.7143 5.8789 0.093 -0.500 -0.048 0.283
H -0.2773 5.4949 4.3821 -0.312 -0.276 -0.284 0.210
C 0.9721 -6.4426 2.8651 0.347 0.788 0.854 -0.738
C 0.8039 -4.9268 2.5642 0.269 1.293 -3.167 0.574
O 1.7914 -4.2506 2.1351 1.446 -0.631 0.680 -0.754
O -0.3290 -4.4406 2.4162 -1.364 -0.892 1.161 -0.705
H 0.4057 -6.6097 3.7813 -0.321 -0.514 -0.261 0.237
H 1.9955 -6.7593 3.0665 0.175 0.420 -0.005 0.263
H 0.6536 -7.0441 2.0138 -0.502 0.204 0.147 0.200
C -6.2157 0.7731 -2.4053 -1.047 -0.035 -1.189 -0.735
C -5.6718 0.7502 -1.0180 -0.284 0.123 1.221 0.513
O -6.3929 1.0551 -0.0511 -0.696 0.357 -0.259 -0.717
O -4.5063 0.3508 -0.9320 2.621 -0.677 0.060 -0.698
H -7.0546 0.0774 -2.4265 -0.214 0.000 -0.113 0.196
H -5.4967 0.4379 -3.1528 0.127 0.091 0.118 0.247
H -6.6073 1.7496 -2.6900 -0.047 0.105 0.063 0.222
C 5.9163 0.4279 -1.8102 0.320 0.205 -1.757 -0.520
O 4.6300 0.9477 -2.1785 -0.532 -0.122 0.904 -0.508
H 6.0502 -0.1220 -0.8787 -0.647 0.477 0.296 0.236
H 6.1355 -0.2682 -2.6198 0.439 -0.164 0.124 0.218
H 6.5905 1.2783 -1.9129 0.522 -0.409 0.451 0.246
H 4.7344 1.9014 -2.2133 -0.279 -0.031 0.077 0.327
O -0.2699 2.7563 -3.4372 0.280 -0.323 0.225 -0.614
H -0.5678 3.6655 -3.4086 -0.154 0.247 0.156 0.315
H -0.2909 2.5260 -4.3660 -0.056 -0.090 -0.223 0.309
O -0.4930 -2.5314 -4.3833 0.183 0.217 0.277 -0.622
H -0.7117 -2.0772 -5.1971 -0.142 0.143 -0.176 0.314
H -0.3381 -3.4379 -4.6487 0.012 -0.284 0.021 0.314
```
Positions in Å, forces in eV/Å.

Entry 3:
Entry from the OMol25 dataset: a molecular structure, C35H35InN3OPSTe (ωB97M-V with the def2-TZVPD basis set).

Output
LUMO energy = -7.26 eV
Energy relative to the best compared isomer or geometry (same formula, charge and spin) = 2.8796 eV
HOMO level = -13.34 eV
Orbital gap = 0.2235 hartree
Total charge = +2
E = -75956.4381 eV

```
78
Properties=species:S:1:pos:R:3:forces:R:3:mulliken_charge:R:1
In 0.4941 -0.6045 -0.8925 -0.014 0.301 -0.038 0.646
O -3.0028 0.4722 -0.8987 -0.123 -0.206 0.213 -0.191
N -2.3590 1.5111 -1.5714 0.016 -0.079 -0.306 -0.556
C -2.2829 2.5678 -0.8795 0.321 0.220 -0.107 -0.787
C -2.8352 2.8061 0.4669 -0.101 -0.205 0.520 0.305
C -3.8465 3.7623 0.5582 0.127 -0.168 -0.033 -0.564
C -4.4597 4.0238 1.7681 -0.090 0.121 0.030 -0.763
C -4.0637 3.3438 2.9073 -0.061 0.019 0.137 -0.956
C -3.0417 2.4146 2.8397 -0.012 -0.112 -0.126 -0.122
C -2.4118 2.1274 1.6285 -0.023 0.123 -0.410 1.204
P -0.8650 1.1196 1.6269 -0.293 0.525 0.252 0.369
C 0.2622 2.3191 2.4195 0.120 -0.217 -0.121 0.860
C 0.1606 2.7281 3.7499 0.060 0.100 -0.046 0.111
C 1.0393 3.6731 4.2515 -0.048 -0.022 0.032 -0.911
C 2.0099 4.2317 3.4296 0.025 0.018 -0.014 -0.593
C 2.0988 3.8508 2.1006 0.041 0.075 -0.022 -0.676
C 1.2302 2.8944 1.5991 -0.078 -0.177 0.006 -0.526
C -1.2482 -0.0746 2.9815 0.228 0.144 -0.055 0.258
C -0.3683 -0.3096 4.0420 -0.030 0.058 0.070 -0.875
C -0.7023 -1.2015 5.0434 -0.117 0.093 -0.085 -0.855
C -1.8819 -1.9552 4.9701 -0.037 -0.028 0.106 -0.649
C -2.7480 -1.7829 3.9215 -0.026 0.018 0.190 -0.446
C -2.4657 -0.8394 2.8889 0.075 0.147 0.073 -0.470
H -3.4143 -0.0180 -1.6217 0.137 -0.124 0.024 0.347
H -1.8346 3.3974 -1.4208 0.087 -0.020 0.095 0.468
H -4.1652 4.2857 -0.3344 0.029 0.008 -0.004 0.522
H -5.2456 4.7647 1.8227 -0.012 -0.010 0.009 0.432
H -4.5407 3.5534 3.8552 -0.001 -0.021 0.008 0.465
H -2.7349 1.9061 3.7454 0.008 0.031 0.043 0.303
H -0.5969 2.3176 4.4037 -0.012 0.022 0.004 0.292
H 0.9635 3.9779 5.2868 0.000 0.017 -0.006 0.455
H 2.6940 4.9688 3.8280 -0.005 0.009 -0.004 0.439
H 2.8442 4.2968 1.4561 0.000 -0.005 -0.003 0.449
H 1.2987 2.5864 0.5612 0.071 0.024 -0.001 0.293
H 0.5579 0.2456 4.0910 0.025 -0.047 0.014 0.690
H -0.0506 -1.3135 5.9001 0.057 -0.055 -0.035 0.476
H -2.1179 -2.6601 5.7559 -0.024 -0.004 -0.014 0.450
H -3.6715 -2.3453 3.8772 0.017 -0.028 -0.046 0.524
H -3.2818 -0.4506 2.2889 0.043 -0.086 -0.103 0.867
C -3.7248 -7.9586 2.9962 -0.018 -0.026 -0.014 -1.537
C -3.1663 -6.6118 2.6542 0.019 0.105 -0.043 0.669
C -1.8972 -6.2260 3.0826 -0.033 -0.031 0.019 -1.016
C -1.3625 -4.9882 2.7720 0.165 0.241 0.008 1.006
C 0.0283 -4.6483 3.2488 -0.074 -0.123 -0.010 -1.385
C -2.1380 -4.1006 2.0005 0.108 0.093 -0.173 -0.284
Te -1.2732 -2.2406 1.4529 -0.498 -0.949 0.114 0.699
C -3.4195 -4.4584 1.5508 -0.002 0.179 -0.126 0.762
C -4.3090 -3.5709 0.7200 0.018 -0.051 0.059 -1.464
C -3.9036 -5.7141 1.8920 0.007 -0.051 0.034 -0.661
H -3.0243 -8.5423 3.5890 -0.016 -0.013 0.008 0.359
H -3.9553 -8.5154 2.0868 0.006 -0.012 0.009 0.367
H -4.6557 -7.8579 3.5557 0.007 -0.007 0.013 0.362
H -1.3084 -6.9161 3.6748 0.008 -0.003 -0.009 0.325
H 0.4121 -5.4378 3.8920 -0.008 -0.004 -0.008 0.464
H 0.0397 -3.7147 3.8125 0.061 0.020 -0.026 0.116
H 0.7116 -4.5455 2.4039 0.056 0.047 0.051 0.312
H -3.8605 -2.5994 0.5226 -0.078 0.005 -0.050 -0.098
H -5.2652 -3.4180 1.2222 0.002 0.026 0.002 0.413
H -4.5259 -4.0519 -0.2348 0.009 0.040 -0.013 0.457
H -4.8903 -5.9986 1.5431 -0.005 -0.004 0.014 0.510
N 4.2092 -1.0875 -0.5833 0.140 -0.078 0.170 -0.306
C 3.9231 -1.1031 0.7338 0.208 -0.043 -0.230 0.367
S 2.3683 -0.6890 1.2736 -0.311 0.167 0.052 -0.138
N 4.9321 -1.4508 1.5330 -0.094 -0.022 -0.052 -0.073
C 5.0393 -1.5569 2.9519 0.020 0.054 0.303 0.575
C 3.9882 -1.8805 3.7995 -0.035 -0.059 -0.080 0.188
C 4.2244 -1.9915 5.1630 0.031 0.030 -0.040 -0.726
C 5.4905 -1.7876 5.6859 -0.005 0.007 0.056 -0.585
C 6.5376 -1.4659 4.8351 0.013 -0.024 0.005 -0.650
C 6.3144 -1.3564 3.4750 -0.069 0.050 -0.141 -0.551
H 3.5578 -0.6887 -1.2298 -0.025 0.034 -0.032 0.101
H 5.1379 -1.2821 -0.9223 -0.009 0.007 -0.053 0.190
H 5.8240 -1.5786 1.0761 0.015 -0.016 -0.039 0.253
H 2.9986 -2.0591 3.4138 -0.027 -0.034 -0.061 0.164
H 3.4036 -2.2499 5.8191 0.009 -0.021 0.010 0.401
H 5.6640 -1.8861 6.7486 0.001 0.020 -0.002 0.408
H 7.5310 -1.2984 5.2278 0.003 -0.022 0.000 0.382
H 7.1329 -1.1054 2.8093 0.019 0.007 0.029 0.338
```
Positions in Å, forces in eV/Å.

Entry 4:
Entry from the OMol25 dataset: a single C3H7NO2 molecule (ωB97M-V with the def2-TZVPD basis set).

Output
LUMO energy = 0.50 eV
Energy relative to the best compared isomer or geometry (same formula, charge and spin) = 2.3556 eV
HOMO level = -9.61 eV
Orbital gap = 0.3712 hartree
Total charge = 0
E = -8808.1733 eV

```
13
Properties=species:S:1:pos:R:3:forces:R:3:mulliken_charge:R:1
N -0.9327 -1.3670 -0.8726 0.386 0.328 0.233 -0.539
C -0.7439 0.0481 -1.0045 -1.549 1.822 2.575 0.496
O -1.7443 0.7132 -1.1117 -2.110 -0.597 -1.976 -0.490
C 0.1766 1.0893 -0.2192 0.802 -0.907 -0.235 -0.450
C 1.2283 0.3723 0.5527 0.708 0.224 -0.052 -0.480
O 0.6565 -0.5145 1.4900 -0.007 -0.272 -0.004 -0.547
H -0.5037 -2.1167 -1.4067 0.340 0.660 0.063 0.218
H -1.9297 -1.5274 -0.7148 0.403 0.107 -0.474 0.226
H -0.4664 1.6471 0.5046 0.127 -0.809 -0.800 0.252
H 0.5351 1.8400 -0.9351 0.203 -0.414 0.111 0.325
H 1.8683 -0.1423 -0.1749 0.308 -0.132 0.304 0.256
H 1.8090 1.0998 1.1167 0.279 -0.156 0.073 0.334
H 0.1181 -1.1489 0.9880 0.109 0.144 0.181 0.398
```
Positions in Å, forces in eV/Å.

Entry 5:
Entry from the OMol25 dataset: a molecular structure, C20H15N4O8Rh (ωB97M-V with the def2-TZVPD basis set).

Output
LUMO energy (spin up / spin down) = -1.40 / -1.40 eV
Energy relative to the best compared isomer or geometry (same formula, charge and spin) = 3.1286 eV
HOMO level (spin up / spin down) = -8.04 / -8.04 eV
Orbital gap (spin up / spin down) = 0.2443 / 0.2443 hartree
Total charge = 0
E = -46324.6862 eV

```
48
Properties=species:S:1:pos:R:3:forces:R:3:mulliken_charge:R:1
Rh -0.4578 0.8785 0.3108 0.585 -0.759 0.775 -0.211
N -0.1294 0.6898 2.3999 -0.056 0.058 -0.146 -0.244
C 1.3124 0.8639 2.7315 0.008 -0.310 -0.043 -1.125
C 2.3068 0.3002 1.6983 0.164 0.381 0.124 1.037
O 3.3644 0.8827 1.5501 -0.062 -0.095 0.019 -0.687
O 1.4577 0.1493 0.3959 0.256 0.296 -0.337 -0.284
H -0.6947 1.2602 3.0206 -0.034 0.030 -0.034 0.282
H -0.3891 -0.2778 2.5693 -0.039 0.007 0.159 0.272
H 1.5437 0.4037 3.6920 -0.014 0.061 0.031 0.372
H 1.5357 1.9258 2.7777 -0.064 0.032 0.016 0.359
C -2.4643 -2.8327 0.2150 -0.073 0.003 0.064 -1.107
C -3.7972 -2.4469 0.1325 -0.006 -0.014 0.007 -0.386
C -4.1264 -1.1083 0.1991 0.009 -0.114 0.053 -1.029
C -3.1224 -0.1580 0.3406 -0.072 -0.169 0.061 1.359
N -1.8285 -0.5567 0.4350 -0.182 0.346 -0.520 0.340
C -1.5097 -1.8537 0.3658 0.093 -0.018 0.151 -0.006
C -3.2948 1.2832 0.3761 -0.152 0.013 -0.023 0.271
C -4.5088 1.9676 0.3906 -0.066 -0.030 0.021 -0.828
C -4.5063 3.3504 0.3771 0.062 0.032 -0.020 -0.705
C -3.2975 4.0457 0.3517 -0.029 -0.095 0.030 -0.684
C -2.0899 3.3587 0.3513 -0.068 0.079 0.023 -0.088
C -2.0891 1.9723 0.3608 0.315 0.228 -0.218 0.722
H -2.1672 -3.8695 0.1640 0.014 0.009 0.007 0.466
H -4.5735 -3.1916 0.0158 0.010 0.009 -0.022 0.428
H -5.1562 -0.7912 0.1248 0.016 0.040 -0.009 0.400
H -0.4601 -2.0968 0.4570 0.003 0.030 -0.040 0.402
H -5.4510 1.4330 0.4127 0.012 -0.001 -0.024 0.367
H -5.4428 3.8913 0.3759 0.008 0.006 0.012 0.405
H -3.3004 5.1280 0.3267 -0.006 -0.004 0.015 0.417
H -1.1554 3.9100 0.3314 -0.014 0.006 -0.043 0.456
O 0.4490 0.3847 -3.6722 0.022 0.016 -0.058 -0.654
C 0.5846 0.2965 -2.4745 -0.034 0.077 0.292 0.114
O -0.3298 0.7995 -1.6579 -0.390 0.045 -0.322 -0.470
C 1.8338 -0.3774 -1.9243 -0.125 0.001 0.163 -0.552
C 1.9046 -0.8599 -0.5044 -0.022 -0.160 0.047 1.794
C 3.2507 -1.3964 -0.1044 -0.043 -0.081 -0.299 -0.180
C 4.2891 -1.6167 -1.0534 0.017 -0.029 0.304 -0.444
C 4.0743 -1.2492 -2.3222 -0.252 0.175 -0.331 -0.680
C 2.8429 -0.6097 -2.7646 0.341 -0.057 -0.124 -0.569
N 5.1459 -1.4501 -3.3017 -0.066 0.043 0.000 1.061
O 4.9464 -1.0531 -4.4339 -0.016 0.000 0.005 -0.625
O 6.1643 -2.0028 -2.9337 -0.001 -0.003 0.031 -0.640
N 3.4042 -1.7340 1.1615 0.098 0.056 0.154 0.912
O 2.4323 -1.2483 2.0020 -0.122 -0.087 -0.049 -0.563
O 4.3124 -2.3689 1.6684 0.050 -0.006 0.030 -0.776
H 1.1979 -1.6975 -0.3915 -0.046 0.027 -0.005 0.044
H 5.2409 -2.0250 -0.7467 -0.054 -0.050 0.071 0.609
H 2.7486 -0.3027 -3.7962 0.025 -0.023 -0.001 0.650
```
Positions in Å, forces in eV/Å.

Entry 6:
Entry from the OMol25 dataset: 8 unconnected molecules or ions with the total composition C5H26NO9 (ωB97M-V with the def2-TZVPD basis set).

Output
LUMO energy = -3.06 eV
Energy relative to the best compared isomer or geometry (same formula, charge and spin) = 0.5858 eV
HOMO level = -13.78 eV
Orbital gap = 0.3939 hartree
Total charge = +1
E = -25519.1543 eV

```
41
Properties=species:S:1:pos:R:3:forces:R:3:mulliken_charge:R:1
O 1.8211 2.8697 -0.5522 0.445 0.023 0.297 -0.513
C 1.2450 2.4042 0.3791 -1.278 -0.153 0.062 -0.015
O 0.4775 3.1290 1.2312 -0.546 -0.515 0.015 -0.458
C 1.1652 0.8969 0.7376 1.630 0.980 -0.110 0.464
C 1.3406 0.6708 2.2309 0.685 0.141 1.086 -0.662
C 2.1653 -0.5733 2.6066 0.212 -0.772 -0.927 -0.589
C 1.3017 -1.6645 3.2291 0.623 -0.537 0.178 -1.157
N -0.0432 0.2516 0.2247 -3.821 -0.545 -1.156 0.112
H 0.0668 3.8714 0.7706 0.511 0.428 -0.023 0.370
H 1.9920 0.4976 0.1526 -0.043 -0.372 0.182 0.183
H 0.3735 0.6454 2.7329 -0.128 -0.167 -0.183 0.307
H 1.8100 1.5307 2.7182 0.066 0.159 -0.533 0.456
H 2.6388 -0.9801 1.6996 -0.416 -0.004 -0.115 0.298
H 3.0839 -0.3783 3.1746 -0.622 0.388 0.447 0.430
H 1.0106 -1.4202 4.2500 -0.132 0.060 -0.013 0.324
H 1.8490 -2.6104 3.2611 0.109 0.105 0.196 0.391
H 0.4223 -1.8992 2.6393 -0.260 0.290 -0.131 0.251
H -0.8635 0.0936 0.8659 1.255 -0.140 1.114 0.284
H 0.0391 -0.6255 -0.3136 1.220 -0.037 0.294 0.186
H -0.6211 0.7544 -0.4638 1.281 0.835 -0.429 0.406
H -1.0671 -3.1233 -0.0542 -0.266 0.046 -0.157 0.315
H -0.5601 -4.2066 0.8815 0.228 0.108 -0.072 0.280
O -0.2613 -3.4508 0.3586 -0.015 0.022 0.087 -0.587
H -3.2798 -2.0881 -1.3830 -0.087 -0.213 0.015 0.280
H -3.6533 -2.9309 -0.1195 0.120 0.312 -0.397 0.312
O -3.0639 -2.2360 -0.4553 0.132 -0.070 0.443 -0.590
H -2.2537 0.3036 2.9024 -0.303 -0.161 -0.071 0.277
H -2.6529 -0.8126 1.8465 -0.155 0.159 0.345 0.251
O -1.9265 -0.3040 2.2307 0.197 -0.068 -0.445 -0.601
H 1.5129 -1.4353 -2.5720 -0.083 0.459 -0.030 0.244
H 1.4838 -2.3088 -1.3940 0.053 0.392 0.465 0.279
O 1.5241 -1.3573 -1.6097 -0.063 -1.108 -0.129 -0.533
H 0.5977 0.7404 -2.9585 -0.474 -0.105 -0.013 0.256
H 1.6451 1.5687 -2.2766 0.078 0.442 0.272 0.300
O 0.6903 1.4592 -2.3232 -0.166 -0.494 -0.521 -0.564
H -0.7831 -0.9909 -4.3003 -0.262 -0.198 0.390 0.294
H -1.8931 -0.3398 -3.4528 0.396 -0.235 0.174 0.363
O -1.1279 -0.9545 -3.3916 0.109 0.267 -0.618 -0.621
H -2.3485 1.7852 -3.0745 -0.042 -0.066 -0.770 0.358
H -2.9899 1.0922 -1.9865 -0.564 -0.531 -0.110 0.302
O -2.9247 1.0143 -2.9509 0.379 0.874 0.890 -0.682
```
Positions in Å, forces in eV/Å.